(1)
DFT (the ωB97M-V functional and the def2-TZVPD basis) results for a 6-piece molecular cluster, C30H63N2O17S5 overall.

Structure (XYZ):
```
117
Properties=species:S:1:pos:R:3:forces:R:3
C 6.9185 -9.2435 -2.3800 -0.2617 0.4484 0.5887
C 6.2734 -8.6805 -3.2128 0.3802 -0.1563 -0.2347
C 5.4758 -7.9816 -4.2065 -0.3229 -0.3173 0.3558
C 4.6651 -6.9589 -3.4559 -0.0356 -0.2214 -0.5640
C 5.1931 -5.6805 -3.2719 0.0507 -0.2709 0.0811
C 4.4671 -4.7695 -2.5709 0.0486 0.9103 0.1434
O 4.8853 -3.5097 -2.3515 -0.1955 -0.3547 0.4301
C 6.0181 -3.4155 -1.4382 0.8588 -0.1892 0.1026
C 7.2488 -2.9056 -2.1421 -0.1990 0.6241 -0.1795
C 7.0826 -1.5078 -2.7391 0.6418 0.0421 -0.2084
C 8.2572 -1.1872 -3.6982 -0.5761 0.0060 0.3203
C 3.2204 -5.1697 -2.0687 0.1288 0.1078 -0.0083
C 2.3301 -4.2825 -1.2644 -0.4153 -0.3887 0.3589
O 1.4262 -3.6740 -2.1300 0.0450 -0.0794 -0.0110
C 0.5403 -2.8022 -1.3987 -0.4633 0.0553 -0.2659
C -0.7999 -2.6857 -2.1128 0.5021 -0.0480 -0.2445
C -0.7184 -2.8037 -3.6296 -0.7694 0.3443 -0.0636
N 2.8386 -6.4123 -2.3163 -0.1236 0.3761 0.0862
N 3.4866 -7.3320 -2.9989 0.0974 0.0621 0.0015
H 7.3513 -9.5480 -1.4612 0.3452 -0.4319 -0.0727
H 4.8177 -8.7043 -4.6781 -0.1550 0.0573 -0.2741
H 6.1018 -7.4951 -4.9468 0.0431 0.0131 -0.1786
H 6.1654 -5.4305 -3.6603 0.1574 0.0416 -0.1116
H 5.7622 -2.7758 -0.5986 -0.4076 0.2290 -0.1089
H 6.2530 -4.3932 -1.0188 -0.2886 -0.2421 -0.0154
H 7.5601 -3.5982 -2.9219 -0.0668 -0.1847 -0.1326
H 8.0710 -2.8638 -1.4299 0.0687 -0.1847 0.1951
H 7.1049 -0.7687 -1.9421 -0.2578 0.0011 0.2143
H 6.1246 -1.4141 -3.2410 -0.1124 -0.0390 -0.1127
H 8.9139 -2.0471 -3.7657 0.2295 -0.0667 -0.1819
H 7.8944 -0.9340 -4.6875 0.0557 -0.0167 -0.1987
H 8.8339 -0.3468 -3.3312 0.1636 0.1049 -0.0075
H 1.7984 -4.9166 -0.5387 -0.0166 0.0110 0.1055
H 2.9257 -3.5831 -0.6757 0.1320 0.1731 -0.1181
H 0.3917 -3.2127 -0.4036 0.0916 0.1034 0.1908
H 0.9916 -1.8153 -1.3127 0.2998 -0.0189 0.0775
H -1.4940 -3.4266 -1.7257 -0.1531 -0.0310 0.0325
H -1.1883 -1.6947 -1.8896 -0.1782 0.0125 0.2520
H -0.6620 -3.8272 -3.9818 0.3584 -0.1545 0.0085
H -1.6605 -2.4177 -4.0154 -0.0878 -0.0079 -0.2016
H 0.0644 -2.1903 -4.0676 0.2552 -0.0900 0.0196
H 1.9351 -6.6969 -1.9458 0.0290 -0.1937 -0.1294
O 1.0455 -1.7922 1.4480 0.0845 -0.3154 -0.0476
S 1.4839 -1.4262 2.7659 -0.0053 0.6457 0.2358
O 1.5773 -2.4152 3.7917 0.0008 -0.2518 -0.1544
O 0.6032 -0.2132 3.2605 0.1236 0.0102 -0.0788
C -0.8427 -0.3553 3.2119 -0.7075 -0.0661 0.2039
C -1.3700 -1.1725 4.3734 0.2456 -0.2066 0.0083
C 3.0132 -0.5602 2.6586 0.0312 0.0619 -0.0683
H -1.1453 -0.7815 2.2546 0.2266 -0.0298 -0.0485
H -1.2373 0.6561 3.2579 0.2152 0.0830 -0.0379
H -1.0597 -2.2149 4.3015 -0.0232 0.0020 -0.0136
H -2.4589 -1.1401 4.3851 -0.0052 0.0864 -0.0272
H -0.9927 -0.7835 5.3187 -0.0732 0.0739 0.0001
H 2.9239 0.2194 1.9067 -0.0263 0.0025 0.0074
H 3.7761 -1.2805 2.3714 -0.0334 -0.0472 0.0281
H 3.2436 -0.1394 3.6335 -0.0129 -0.0249 0.0196
O -4.6015 -2.8315 -5.0778 0.1805 -0.0404 0.2166
S -5.8475 -3.4538 -4.7413 -0.3885 -0.0278 -0.3722
O -6.1671 -3.7483 -3.3800 0.2087 0.0739 0.1431
O -6.0111 -4.7724 -5.6142 -0.0615 0.1012 -0.0510
C -4.9381 -5.7334 -5.5927 0.3749 -0.4385 0.0870
C -4.9551 -6.5860 -4.3391 -0.0543 0.1736 0.1688
C -7.1695 -2.5458 -5.4629 -0.0516 0.0023 -0.0689
H -3.9817 -5.2225 -5.7165 -0.0776 0.1383 0.0211
H -5.0904 -6.3572 -6.4711 -0.1672 0.1314 -0.0615
H -4.7160 -5.9949 -3.4554 0.0073 0.0033 -0.0144
H -4.2220 -7.3889 -4.4233 -0.0127 -0.0085 -0.0756
H -5.9417 -7.0212 -4.1845 0.0135 -0.0551 -0.0538
H -6.9428 -2.3684 -6.5103 0.0181 -0.0125 0.0022
H -7.2447 -1.6035 -4.9251 0.0473 -0.0174 0.0460
H -8.0871 -3.1172 -5.3522 0.0095 -0.0135 0.0264
O -2.2620 2.7449 3.1870 -0.1866 -0.1409 0.1143
S -1.5896 3.7701 3.9340 0.4381 0.4969 -0.2094
O -1.7492 3.8626 5.3491 -0.1659 -0.2681 0.0726
O -1.9052 5.1728 3.2714 0.0890 -0.0983 -0.0678
C -3.2911 5.5310 3.0588 -0.6454 0.2529 -0.0005
C -3.9667 6.0093 4.3273 0.1819 -0.1785 0.1998
C 0.1287 3.7278 3.5529 0.0580 -0.0104 -0.0798
H -3.8247 4.6900 2.6132 0.1408 -0.1103 0.0396
H -3.2717 6.3308 2.3213 0.2517 -0.0241 -0.0196
H -4.0778 5.1979 5.0458 -0.0218 -0.0004 -0.0100
H -4.9579 6.4014 4.1009 0.0233 0.0266 -0.0758
H -3.3798 6.7910 4.8078 -0.0563 0.0684 -0.0394
H 0.2493 3.7038 2.4729 -0.0163 0.0123 -0.0108
H 0.5372 2.8239 4.0017 -0.0599 -0.0154 0.0302
H 0.6016 4.6078 3.9799 -0.0231 0.0051 0.0236
O -4.2392 8.3001 7.3046 0.0817 -0.0913 -0.2240
S -4.2797 9.7108 7.5428 -0.1021 0.2019 0.4238
O -4.0135 10.6294 6.4809 0.0175 -0.1038 -0.1951
O -3.3349 10.0465 8.7757 -0.1450 0.0087 0.0364
C -1.9758 9.5655 8.7326 0.5905 -0.1089 -0.0607
C -1.0912 10.4206 7.8471 -0.1631 0.0539 -0.1821
C -5.8040 10.1392 8.3094 -0.0418 0.0044 0.0754
H -1.9633 8.5202 8.4206 -0.1554 0.0170 -0.0392
H -1.6232 9.6028 9.7614 -0.2083 0.0608 0.0658
H -1.3723 10.3270 6.7987 0.0048 -0.0183 0.0080
H -0.0504 10.1133 7.9508 -0.0098 -0.0224 0.0685
H -1.1800 11.4724 8.1174 0.0464 -0.0106 0.0627
H -5.9765 9.4684 9.1462 0.0199 -0.0091 -0.0028
H -6.5850 10.0229 7.5615 0.0448 -0.0146 -0.0500
H -5.7504 11.1728 8.6403 0.0224 0.0073 -0.0216
O -1.7267 4.3261 -2.9871 0.1614 0.1572 -0.0454
S -1.2987 3.2398 -2.1638 -0.2708 -0.3481 0.0610
O -0.0523 3.3062 -1.4644 0.0986 0.1556 0.0239
O -1.3345 1.9012 -3.0259 -0.1422 -0.0579 0.0205
C -0.6527 1.8958 -4.2968 0.4913 -0.0721 -0.4184
C 0.8468 1.7396 -4.1298 0.0621 0.1405 0.1837
C -2.5741 2.8118 -1.0295 -0.0528 -0.0599 -0.0053
H -0.8916 2.7946 -4.8664 -0.1262 0.0739 0.1838
H -1.0482 1.0441 -4.8471 -0.2260 -0.0218 0.2026
H 1.2869 2.6213 -3.6658 -0.0064 0.0060 -0.0176
H 1.3186 1.5937 -5.1019 -0.0556 -0.0289 -0.0275
H 1.0738 0.8852 -3.4908 -0.0202 -0.0522 -0.0591
H -3.5082 2.7107 -1.5747 0.0093 0.0060 -0.0225
H -2.6433 3.6181 -0.3027 0.0593 0.0254 -0.0083
H -2.3070 1.8820 -0.5343 0.0247 0.0157 0.0151
```
Positions in Å, forces in eV/Å.

Properties
DFT total energy, Eh: -4560.0092
Total charge: +1

Mulliken population analysis, charges in e, atoms 1 to 99: 0.062, -0.503, -0.642, 0.057, -0.006, 0.573, -0.394, -0.729, -0.639, -0.301, -1.159, 0.685, -1.108, -0.235, -0.335, -0.376, -1.167, 0.597, -1.096, 0.428, 0.339, 0.353, 0.382, 0.445, 0.457, 0.267, 0.373, 0.297, 0.279, 0.357, 0.309, 0.317, 0.432, 0.342, 0.365, 0.194, 0.262, 0.247, 0.302, 0.399, 0.299, 0.286, -0.500, 1.001, -0.639, -0.124, 0.218, -1.208, -0.966, 0.225, -0.057, 0.351, 0.418, 0.287, 0.311, 0.340, 0.359, -0.604, 1.214, -0.618, -0.268, -0.325, -0.982, -0.970, 0.305, 0.273, 0.286, 0.385, 0.277, 0.320, 0.372, 0.338, -0.692, 1.278, -0.651, -0.228, -0.335, -1.064, -0.968, 0.315, 0.309, 0.284, 0.424, 0.272, 0.277, 0.352, 0.394, -0.604, 1.247, -0.621, -0.286, -0.337, -0.979, -0.977, 0.325, 0.271, 0.293, 0.384, 0.270

---

(2)
DFT (the ωB97M-V functional and the def2-TZVPD basis) results for C17H27CdOS4 as an isolated structure.

Structure (XYZ):
```
50
Properties=species:S:1:pos:R:3:forces:R:3
Cd 1.0483 0.1299 -0.0167 -0.7617 -0.3628 0.3188
C -1.3992 -0.7189 3.0019 0.1835 -0.1472 -0.2096
C -0.9764 0.5480 3.7277 0.1770 0.1663 -0.2470
S -0.0462 1.7273 2.6923 -0.1994 0.0676 0.1220
C -1.3529 2.8576 2.1257 0.1681 -0.2987 0.0220
C -2.4393 2.2572 1.2449 0.1261 -0.0428 -0.2285
S -1.7951 1.4746 -0.2763 0.0631 -0.1561 0.0778
C -3.0330 0.1515 -0.4878 0.1496 0.3662 0.0533
C -2.5499 -0.9200 -1.4412 0.2269 -0.1367 0.0242
S -1.1008 -1.8695 -0.8922 0.0748 0.0887 0.0590
C -1.7859 -2.8314 0.5000 0.0498 0.2252 -0.1833
C -0.7724 -3.0613 1.6123 0.2180 0.3122 0.0982
S 0.0415 -1.5894 2.3008 -0.0388 0.0417 0.0087
H -1.8862 -1.4026 3.6995 -0.0540 0.0120 -0.0140
H -2.0760 -0.4863 2.1822 -0.0905 0.0265 0.0530
H -1.8532 1.0672 4.1153 -0.0044 -0.0333 0.0870
H -0.3233 0.3091 4.5659 -0.0260 -0.0111 0.0303
H -1.8166 3.3045 3.0053 -0.0156 0.0854 -0.0346
H -0.8141 3.6433 1.5951 -0.0229 0.0493 0.0151
H -3.0088 1.5009 1.7846 -0.0186 0.0347 0.0387
H -3.1196 3.0496 0.9342 -0.0817 -0.0224 0.0880
H -3.2571 -0.2641 0.4938 -0.0729 -0.0203 0.0009
H -3.9408 0.6040 -0.8868 -0.0519 -0.0678 0.0250
H -3.3537 -1.6275 -1.6421 -0.0197 0.0209 -0.0759
H -2.2338 -0.4812 -2.3889 -0.0978 -0.0320 -0.0371
H -2.6778 -2.3191 0.8590 0.0297 -0.0313 0.0768
H -2.0847 -3.8003 0.1019 -0.0857 0.0008 0.0258
H -1.2476 -3.5906 2.4378 -0.0023 -0.1033 -0.0484
H 0.0586 -3.6686 1.2522 -0.0368 -0.0847 0.0247
C 0.3741 -0.1571 -3.9393 0.0837 -0.0175 0.0991
C 1.5659 -0.4192 -3.0551 -0.0057 0.0262 0.0009
C 2.5273 0.5726 -2.8432 0.0853 -0.0439 -0.0769
C 3.6745 0.3077 -2.1072 -0.0223 0.0164 -0.0263
C 3.8684 -0.9447 -1.5398 0.0400 -0.0393 -0.0221
C 2.9176 -1.9385 -1.7324 0.0542 0.0425 -0.0376
C 1.7801 -1.6793 -2.4933 0.1144 0.0482 -0.0287
H 0.6942 -0.0847 -4.9796 -0.0662 0.0087 -0.0172
H -0.1160 0.7825 -3.6786 -0.0150 0.0171 -0.0307
H -0.3512 -0.9680 -3.8679 -0.0061 -0.0049 -0.0350
H 2.3972 1.5455 -3.3042 -0.0308 0.0124 0.0396
H 4.4178 1.0829 -1.9705 -0.0011 -0.0054 -0.0087
H 4.7596 -1.1490 -0.9619 -0.0175 0.0167 0.0137
H 3.0820 -2.9304 -1.3307 -0.0215 0.0122 0.0358
H 1.0740 -2.4749 -2.6942 -0.0107 0.0137 0.0451
C 2.7126 2.8122 0.5353 0.1246 0.1793 0.1306
C 2.7253 1.3283 0.7912 -0.2401 -0.2061 -0.3176
O 3.5527 0.7789 1.4474 0.1692 0.0023 0.1168
H 3.7325 3.1688 0.3801 -0.0058 0.0047 0.0132
H 2.3318 3.2849 1.4459 -0.0113 0.0250 -0.0308
H 2.0756 3.0877 -0.3022 -0.0033 -0.0553 -0.0340
```
Positions in Å, forces in eV/Å.

Properties
DFT total energy, Eh: -2499.4698
Total charge: +1

natural (NBO) charges, unit e, in atom order: 1.153, -0.532, -0.543, 0.194, -0.541, -0.522, 0.159, -0.525, -0.537, 0.179, -0.537, -0.540, 0.192, 0.235, 0.199, 0.237, 0.250, 0.240, 0.241, 0.215, 0.242, 0.208, 0.243, 0.245, 0.246, 0.219, 0.246, 0.243, 0.244, -0.645, -0.039, -0.257, -0.150, -0.230, -0.228, -0.246, 0.243, 0.219, 0.213, 0.225, 0.220, 0.237, 0.229, 0.229, -0.761, 0.218, -0.553, 0.250, 0.254, 0.218

---

(3)
DFT (the ωB97M-V functional and the def2-TZVPD basis) results for C6H12P2 as an isolated structure in a non-equilibrium geometry.

Structure (XYZ):
```
20
Properties=species:S:1:pos:R:3:forces:R:3
C 2.2181 -0.4179 1.0173 -0.9736 1.4447 0.9533
C 1.3548 0.0233 -0.2068 0.3966 -0.2551 0.7641
C -0.4889 1.6377 0.1916 -0.6323 1.0644 -1.1320
C -1.0535 -1.7819 0.9132 -0.3788 0.9066 -0.4195
C -0.4855 0.1998 -1.9362 2.6270 -0.3969 0.9534
C -0.0418 0.4052 -0.4725 0.4773 0.2740 -0.0433
P 1.9912 -1.6336 -0.2489 0.5555 -1.4576 -1.0491
P 2.9682 0.9974 0.0507 -0.2241 -2.0288 -0.6189
H 1.9196 -0.5239 2.1171 0.4755 0.3446 -1.8711
H -0.0618 1.9706 1.0832 1.3810 -0.1572 1.5711
H -1.5015 1.5945 0.4345 -2.0903 -0.3922 0.3432
H -0.4826 2.5524 -0.4214 0.4059 -0.2545 -0.5462
H -1.8700 -1.9748 0.2698 -0.6328 -0.3620 -0.6645
H -0.0786 -1.9992 0.5574 0.3104 -0.4262 0.3942
H -1.3222 -1.2314 1.7833 0.3851 0.1960 0.6782
H -0.6691 -0.8777 -2.0836 -0.4858 0.5790 -0.2846
H 0.5436 0.3618 -2.4027 -1.4916 0.0399 -0.3644
H -1.2224 0.9182 -2.3149 0.0865 -0.5305 0.2070
H 3.0962 -1.3822 -1.0890 0.5036 -0.1565 0.0382
H 2.2912 1.9787 0.6733 -0.6950 1.5682 1.0910
```
Positions in Å, forces in eV/Å.

Properties
DFT total energy, Eh: -918.2760
Total charge: 0

natural (NBO) charges, unit e, in atom order: -0.759, -0.574, -0.692, -0.512, -0.670, 0.126, 0.579, 0.543, 0.269, 0.218, 0.226, 0.211, 0.164, 0.159, 0.172, 0.231, 0.221, 0.226, -0.060, -0.078

---

(4)
DFT (the ωB97M-V functional and the def2-TZVPD basis) results for one molecule with the formula C6H9NO in a non-equilibrium geometry.

Structure (XYZ):
```
17
Properties=species:S:1:pos:R:3:forces:R:3
H -1.2928 2.8943 -0.5450 0.5019 -0.0054 0.0136
N -1.1722 2.3752 0.3252 -0.4738 0.0759 0.0975
C -0.5471 1.2849 0.1857 -0.3774 -0.3009 -0.7261
C -0.5767 0.3251 1.3036 0.6203 -0.1039 1.7989
C 0.4616 -0.3659 1.8168 -0.6262 1.4447 0.4586
C 0.0595 0.7196 -1.0763 -0.1811 -0.1107 -0.0212
C -0.2402 -0.7800 -1.1432 1.2385 -0.5023 1.4457
C 0.9087 -1.6068 -0.3303 -0.5193 0.6543 -4.7330
O 2.0631 -1.2475 -0.4011 -0.6395 -0.3163 0.8731
H -1.5429 0.3076 1.8198 0.2637 -0.2788 -0.2320
H 0.3367 -0.9159 2.7390 -0.1322 -0.2424 -0.0721
H 1.4862 -0.1847 1.5181 -0.2257 -0.1264 -0.1249
H -0.2911 1.2550 -1.9632 0.0109 0.0270 0.1669
H 1.1421 0.8522 -0.9983 0.0675 -0.0797 -0.2151
H -1.2168 -1.0610 -0.7351 0.0949 0.1984 -0.0139
H -0.2103 -1.1820 -2.1575 0.3077 0.0016 -0.0398
H 0.6321 -2.6700 -0.3581 0.0697 -0.3351 1.3238
```
Positions in Å, forces in eV/Å.

Properties
SMILES: [H]/N=C(/C=C)CCC=O
DFT total energy, Eh: -363.9326
Total charge: 0

natural (NBO) charges, unit e, in atom order: 0.336, -0.607, 0.271, -0.224, -0.396, -0.499, -0.488, 0.443, -0.546, 0.227, 0.212, 0.223, 0.223, 0.250, 0.215, 0.231, 0.129